No. 1
Below is a molecular structure, C3H3O4P at a distorted geometry, with properties calculated with the ωB97M-V functional and the def2-TZVPD basis.

Its strongest force on any atom is 7.396 eV Å⁻¹. The expectation value of S² is 2.004. The HOMO energy (spin up / spin down) comes out at -5.608 / -10.702 eV. As for the gap between HOMO and LUMO (spin up / spin down): 6.1 / 7.3 eV.

Geometry as ORCA input:
```
! wB97M-V def2-TZVPD RIJCOSX def2/J DEFGRID3
* xyz 0 3
C -4.039 -0.414 -0.215
C -0.045 1.098 -1.201
C -0.765 0.408 -0.089
O -3.812 -0.645 -1.312
O -1.836 1.166 0.375
O 0.132 2.371 -0.565
O -4.280 -0.217 0.889
P -0.364 1.766 0.966
H 0.999 0.776 -1.257
H -0.361 1.112 -2.216
H -0.618 -0.634 0.129
*
```

Table of Mulliken atomic charges, one value per atom, all in e: number 1, C, carries 0.77; number 2, C, carries -0.37; number 3, C, carries 0.06; number 4, O, carries -0.37; number 5, O, carries -0.28; number 6, O, carries -0.39; number 7, O, carries -0.35; number 8, P, carries -0.04; number 9, H, carries 0.26; number 10, H, carries 0.29; number 11, H, carries 0.44


No. 2
Below is a molecular structure, C22H32N9O6S3V at a distorted geometry, with properties calculated with the ωB97M-V functional and the def2-TZVPD basis.

Its strongest force on any atom is 1.207 eV Å⁻¹. The expectation value of S² is 0.755. The HOMO energy (spin up / spin down) comes out at -9.146 / -8.552 eV. As for the gap between HOMO and LUMO (spin up / spin down): 6.8 / 6.2 eV.

Geometry as ORCA input:
```
! wB97M-V def2-TZVPD RIJCOSX def2/J DEFGRID3
* xyz 1 2
V -0.324 -0.030 0.719
C -0.513 -2.752 4.120
C -0.874 -3.468 2.825
S -0.471 -2.690 1.234
C -2.041 -2.933 0.375
C -3.211 -2.129 0.946
S -2.817 -0.416 1.412
C -3.507 -0.352 3.080
C -2.977 -1.330 4.128
S -1.220 -1.126 4.441
H -0.769 -3.428 4.938
H 0.565 -2.588 4.188
H -0.371 -4.436 2.834
H -1.942 -3.682 2.813
H -1.831 -2.635 -0.650
H -2.296 -3.993 0.370
H -4.011 -2.102 0.206
H -3.619 -2.616 1.831
H -3.342 0.677 3.407
H -4.589 -0.473 2.988
H -3.531 -1.157 5.053
H -3.188 -2.360 3.844
C 5.206 -0.306 1.241
N 3.985 -0.595 0.505
C 4.036 -1.473 -0.658
C 2.775 -0.126 0.893
N 1.661 -0.372 0.287
N 2.785 0.686 2.021
C 1.702 1.118 2.782
N 2.080 1.936 3.809
N 0.494 0.775 2.533
H 6.044 -0.743 0.705
H 5.195 -0.732 2.247
H 5.405 0.768 1.296
H 5.047 -1.853 -0.765
H 3.773 -0.945 -1.577
H 3.367 -2.328 -0.536
H 1.773 -0.996 -0.504
H 3.688 0.960 2.363
H 3.036 1.963 4.118
H 1.395 2.138 4.517
H -0.136 1.131 3.241
O -2.394 0.549 -1.734
C -1.431 -0.145 -2.008
O -0.663 -0.758 -1.155
C -1.043 -0.349 -3.452
C -1.831 0.212 -4.451
C -1.445 0.041 -5.764
C -0.310 -0.647 -6.146
C 0.443 -1.171 -5.118
C 0.107 -1.049 -3.788
N 1.703 -1.893 -5.462
O 2.439 -2.189 -4.541
O 1.898 -2.150 -6.626
N -2.289 0.641 -6.839
O -1.956 0.429 -7.983
O -3.251 1.286 -6.490
H -2.721 0.768 -4.201
H -0.033 -0.763 -7.182
H 0.727 -1.485 -3.021
N -0.208 6.192 0.319
C -0.289 4.837 0.239
C 0.786 4.069 -0.222
C 0.668 2.698 -0.236
N -0.422 2.024 0.157
C -1.466 2.778 0.538
C -1.445 4.147 0.630
H 0.548 6.671 -0.138
H -1.041 6.733 0.469
H 1.699 4.533 -0.567
H 1.496 2.088 -0.577
H -2.378 2.240 0.768
H -2.327 4.678 0.959
*
```

Table of Mulliken atomic charges, one value per atom, all in e: number 1, V, carries -0.02; number 2, C, carries -0.78; number 3, C, carries -0.92; number 4, S, carries 0.17; number 5, C, carries -0.61; number 6, C, carries -1.24; number 7, S, carries 0.28; number 8, C, carries -1.00; number 9, C, carries -0.71; number 10, S, carries -0.13; number 11, H, carries 0.52; number 12, H, carries 0.38; number 13, H, carries 0.50; number 14, H, carries 0.41; number 15, H, carries -0.03; number 16, H, carries 0.61; number 17, H, carries 0.62; number 18, H, carries 0.57; number 19, H, carries 0.38; number 20, H, carries 0.51; number 21, H, carries 0.54; number 22, H, carries 0.32; number 23, C, carries -1.02; number 24, N, carries 0.20; number 25, C, carries -1.07; number 26, C, carries 0.45; number 27, N, carries 0.25; number 28, N, carries 0.03; number 29, C, carries 0.21; number 30, N, carries -0.44; number 31, N, carries -0.08; number 32, H, carries 0.28; number 33, H, carries 0.36; number 34, H, carries 0.36; number 35, H, carries 0.27; number 36, H, carries 0.39; number 37, H, carries 0.37; number 38, H, carries -0.32; number 39, H, carries 0.18; number 40, H, carries 0.18; number 41, H, carries 0.23; number 42, H, carries 0.05; number 43, O, carries -0.62; number 44, C, carries 0.25; number 45, O, carries -0.20; number 46, C, carries 0.38; number 47, C, carries -0.57; number 48, C, carries -0.17; number 49, C, carries -0.51; number 50, C, carries 0.00; number 51, C, carries -0.57; number 52, N, carries 1.06; number 53, O, carries -0.63; number 54, O, carries -0.60; number 55, N, carries 1.07; number 56, O, carries -0.62; number 57, O, carries -0.61; number 58, H, carries 0.68; number 59, H, carries 0.61; number 60, H, carries 0.61; number 61, N, carries -0.48; number 62, C, carries 1.02; number 63, C, carries -1.00; number 64, C, carries -0.41; number 65, N, carries 0.42; number 66, C, carries -0.48; number 67, C, carries -0.95; number 68, H, carries 0.21; number 69, H, carries 0.21; number 70, H, carries 0.36; number 71, H, carries 0.49; number 72, H, carries 0.43; number 73, H, carries 0.36